Entry 1:
95
Properties=species:S:1:pos:R:3:forces:R:3:lowdin_charge:R:1 method="wB97M-V/def2-TZVPD" total_charge=+2 e_homo_ha=-0.497 gap_ev=7.43
Ti -1.0821 -0.7598 0.3836 0.386 0.329 0.211 1.1554
C -2.8934 -0.9403 3.1831 -0.078 -0.057 0.026 -0.1479
C -3.6223 -1.5105 1.9784 0.008 -0.011 0.001 -0.1498
N -3.2538 -0.7957 0.7293 0.067 -0.079 0.049 -0.1258
C -3.7635 0.5886 0.5712 -0.139 -0.023 -0.156 -0.1305
C -2.9115 1.6060 1.3107 -0.019 0.103 0.017 -0.1269
N -1.4676 1.3180 1.1088 -0.017 0.123 -0.068 -0.1079
C -0.6256 1.6057 2.2955 0.053 -0.031 -0.110 -0.1445
C -1.0092 0.6619 3.4253 0.012 0.061 0.112 -0.1473
N -1.4807 -0.6208 2.8550 0.027 -0.121 -0.128 -0.0740
H -2.9583 -1.6542 4.0068 0.028 0.014 -0.029 0.1425
H -3.3872 -0.0364 3.5333 0.013 -0.004 -0.014 0.1127
H -4.7039 -1.4768 2.1346 0.020 0.021 0.012 0.1409
H -3.3417 -2.5535 1.8252 -0.038 0.066 0.012 0.0629
H -3.6382 -1.3341 -0.0451 0.016 0.018 0.062 0.1219
H -4.8098 0.6526 0.8830 0.045 0.027 0.036 0.1442
H -3.7303 0.7999 -0.5014 -0.016 0.002 0.067 0.1186
H -3.1246 1.6119 2.3755 0.003 -0.028 -0.002 0.1102
H -3.1506 2.6084 0.9464 0.004 -0.044 0.020 0.1452
H -1.1358 1.9342 0.3701 -0.015 -0.048 -0.057 0.0948
H -0.7146 2.6533 2.5945 -0.003 -0.034 0.021 0.1418
H 0.4045 1.4077 1.9998 -0.002 0.038 0.019 0.0858
H -1.7839 1.0909 4.0616 0.013 -0.017 -0.016 0.1216
H -0.1400 0.4991 4.0618 0.009 -0.008 -0.045 0.1311
H -0.8923 -1.3584 3.2224 -0.018 0.021 0.006 0.1032
C 2.4449 6.9712 -1.4111 -0.006 -0.001 0.007 -0.0302
C 1.6886 6.1469 -0.3592 0.015 -0.007 -0.009 -0.5582
C 2.6935 5.2695 0.3863 0.002 -0.004 -0.003 -0.0638
C 1.0200 7.0878 0.6519 -0.010 0.001 0.004 -0.0345
C 0.6165 5.3183 -1.0593 -0.005 -0.024 0.009 -0.1466
C -0.4041 5.9771 -1.7798 -0.009 0.017 -0.013 -0.0022
C -1.4088 5.3084 -2.4410 -0.014 0.005 0.010 -0.0428
C -1.4097 3.9150 -2.3881 0.042 -0.011 0.042 -0.4366
S -2.5241 2.7640 -3.0549 0.056 0.036 -0.019 1.1879
C -1.5867 1.4736 -2.4003 0.036 -0.010 -0.003 -0.5058
N -0.5310 1.8606 -1.7359 0.022 -0.103 0.224 0.0592
C -0.4031 3.2435 -1.6982 -0.027 0.015 -0.021 -0.2756
C 0.6084 3.9368 -1.0283 -0.051 0.020 -0.028 0.0484
C -1.9741 0.0638 -2.5863 0.045 -0.131 -0.059 -0.2319
C -2.5411 -0.2823 -3.8119 -0.021 -0.091 0.020 -0.0283
C -2.9130 -1.5929 -4.0812 0.015 0.119 -0.033 -0.0329
C -2.7213 -2.5667 -3.1209 0.030 -0.050 0.073 -0.0337
C -2.1640 -2.2215 -1.8920 0.013 -0.027 -0.042 -0.1065
C -1.7733 -0.9194 -1.5894 0.027 0.307 -0.052 -0.1588
H 3.2219 7.5647 -0.9289 0.008 0.009 0.012 0.0950
H 1.7845 7.6581 -1.9396 -0.006 0.010 -0.008 0.0844
H 2.9197 6.3228 -2.1485 0.013 -0.011 -0.018 0.0955
H 3.4306 5.9038 0.8770 0.015 0.012 0.007 0.0959
H 3.2336 4.6057 -0.2921 0.014 -0.019 -0.019 0.0852
H 2.2131 4.6671 1.1615 -0.016 -0.010 0.011 0.0816
H 1.7773 7.6891 1.1548 0.020 0.010 0.008 0.0946
H 0.4753 6.5244 1.4118 -0.011 -0.010 0.014 0.0897
H 0.3218 7.7732 0.1731 -0.013 0.013 -0.010 0.0827
H -0.4017 7.0576 -1.8205 0.002 0.010 0.000 0.1212
H -2.1695 5.8549 -2.9798 -0.028 -0.002 -0.019 0.1230
H 1.3754 3.3758 -0.5131 0.032 0.018 0.039 0.0894
H -2.6712 0.4734 -4.5761 -0.003 0.009 -0.018 0.1069
H -3.3434 -1.8433 -5.0407 -0.009 -0.004 -0.007 0.1229
H -3.0071 -3.5918 -3.3146 0.008 -0.016 -0.001 0.1223
H -2.0466 -3.0080 -1.1567 -0.011 -0.066 0.027 0.0506
O 0.5799 0.1746 -0.2247 -0.626 -0.157 0.048 -0.2548
C 1.8467 -0.3468 -0.7070 0.115 0.056 0.023 -0.1731
C 2.9140 0.7250 -0.6321 0.002 -0.007 -0.018 -0.1386
C 3.1509 1.2575 0.7878 -0.060 -0.007 -0.028 -0.1335
C 3.4969 0.1753 1.7778 -0.036 0.002 0.017 -0.2853
C 4.8179 -0.2142 1.9647 0.006 0.005 0.001 -0.0041
C 5.1104 -1.2207 2.8690 0.001 0.006 -0.004 -0.0356
C 4.0691 -1.8092 3.5675 -0.018 0.021 -0.020 -0.0457
C 2.7846 -1.3608 3.3174 -0.037 -0.056 0.031 -0.1441
N 2.4834 -0.3987 2.4423 -0.026 0.055 -0.049 0.1009
H 0.2070 0.9466 -0.9073 0.058 -0.062 -0.182 0.0621
H 1.7029 -0.7128 -1.7257 0.008 0.014 0.020 0.1426
H 2.0971 -1.1803 -0.0601 0.004 0.031 -0.011 0.0798
H 2.6584 1.5531 -1.2997 -0.006 -0.019 -0.008 0.1123
H 3.8353 0.2893 -1.0283 0.003 -0.013 0.021 0.1343
H 2.2560 1.7735 1.1404 0.014 0.012 -0.003 0.0853
H 3.9506 1.9980 0.7555 0.023 -0.006 -0.005 0.1224
H 5.6070 0.2801 1.4138 0.015 0.007 -0.010 0.1242
H 6.1325 -1.5327 3.0331 0.022 -0.006 0.001 0.1202
H 4.2434 -2.5908 4.2920 0.005 -0.018 0.020 0.1135
H 1.9499 -1.8014 3.8554 -0.002 0.001 -0.010 0.1034
Cl -2.3120 -4.7275 0.8102 -0.051 -0.002 -0.091 0.7532
C -0.7244 -4.7245 0.0742 0.019 -0.112 -0.005 -0.5958
C -0.3799 -5.8248 -0.6927 -0.013 0.039 0.043 -0.0854
C 0.8945 -5.9079 -1.2284 -0.005 0.012 0.000 -0.0512
C 1.8178 -4.9089 -0.9559 -0.017 -0.033 -0.029 -0.0519
C 1.4532 -3.8187 -0.1868 -0.022 0.064 -0.003 -0.0354
C 0.1582 -3.6713 0.3214 0.033 -0.042 -0.035 -0.3008
C -0.2398 -2.5057 1.1516 -0.149 0.044 0.108 -0.1887
H -1.1015 -6.6144 -0.8445 -0.013 -0.026 -0.014 0.1139
H 1.1702 -6.7645 -1.8269 0.007 -0.010 -0.006 0.1184
H 2.8291 -4.9883 -1.3297 0.014 -0.002 0.005 0.1159
H 2.2078 -3.0867 0.0675 -0.023 0.000 -0.014 0.1003
H 0.6166 -2.0247 1.6437 0.095 -0.037 0.046 0.0561
H -0.9584 -2.8172 1.9145 0.127 -0.086 -0.012 0.0391

=====

Entry 2:
97
Properties=species:S:1:pos:R:3:forces:R:3:mulliken_spin:R:1 method="wB97M-V/def2-TZVPD" total_charge=0 e_homo_ha="-0.203 / -0.201" gap_ev="3.93 / 3.84" spin_multiplicity=3
W 1.6952 13.5546 15.5859 1.110 3.751 0.686 2.1401
O 0.6991 9.9975 17.1045 -2.558 2.908 -1.983 -0.0018
C 0.1899 11.0098 16.5702 2.045 1.121 1.989 0.0375
N 0.7312 11.7968 15.5093 0.043 -4.492 -3.521 -0.1701
C 0.6771 10.6891 14.2724 -1.532 -1.737 1.803 0.0186
C -0.5708 10.4063 13.2898 2.854 1.945 4.113 -0.0101
C -1.0242 9.1050 13.3930 -4.671 0.964 -3.165 0.0014
C -2.2537 9.0207 12.6128 -1.346 -1.625 1.631 -0.0001
C -3.1809 10.2559 12.1470 6.358 -6.193 1.034 0.0006
C -2.2978 11.2777 12.0938 -3.515 6.234 0.777 -0.0005
N -1.1478 11.4459 12.7610 -0.127 -0.268 -1.350 -0.0021
C -0.9407 11.9776 17.0069 1.888 -2.476 1.777 -0.0086
C -2.1837 11.5157 17.1716 -1.295 -2.504 -1.134 -0.0006
C -3.1256 12.4073 17.4530 -3.243 2.389 0.926 0.0047
C -2.7851 13.7304 17.6412 0.602 2.546 -0.285 -0.0015
C -1.4678 14.1908 17.4916 0.591 -2.070 0.380 0.0141
N -0.5748 13.1872 17.2984 1.614 2.459 -1.253 0.0328
H 0.6976 9.6338 14.7269 0.343 1.859 0.260 -0.0005
H 1.5941 10.6729 13.7974 1.803 0.756 -1.405 0.0072
H -0.7970 8.3108 14.0967 0.694 0.122 -0.554 0.0002
H -2.5759 7.8717 12.6125 -0.213 2.770 -0.330 -0.0001
H -3.9824 9.8890 11.5848 -1.461 0.565 -0.594 0.0000
H -2.8894 12.4112 11.8937 2.078 -3.080 -0.114 -0.0001
H -2.4792 10.5150 16.8935 0.303 -0.287 0.209 -0.0007
H -4.2242 12.2404 17.4897 1.009 -0.492 0.002 0.0005
H -3.5352 14.4968 17.7609 -0.343 -0.141 0.145 0.0000
H -1.0056 15.2185 17.5009 -1.089 -1.142 0.272 0.0001
C 6.9746 9.5500 17.7834 -0.067 3.517 0.274 -0.0015
Si 5.3526 10.8090 17.6694 -0.575 -0.947 1.048 0.0014
C 8.2199 9.6071 16.8272 1.133 5.678 5.128 -0.0002
C 4.1098 9.4162 17.3874 -0.679 0.093 1.612 -0.0096
C 4.5076 12.2730 18.1108 -1.003 -4.096 0.353 0.0092
Si 5.2189 10.1210 20.6937 0.266 2.485 -0.233 -0.0067
C 4.8193 8.3290 20.7582 2.057 -1.614 -1.628 -0.0007
C 3.6036 11.0610 20.9268 4.452 2.793 -2.178 -0.0033
C 6.6210 10.9083 21.8017 -0.731 -2.466 -3.411 -0.0013
Si 5.2594 13.6660 17.5325 4.785 2.379 -0.867 0.0038
C 6.5205 13.2269 15.8747 0.641 1.766 -0.569 0.0092
C 6.9979 13.6034 18.7152 -0.728 -0.019 -2.119 0.0024
C 3.9009 14.9808 17.5287 -0.492 1.844 -5.238 0.0221
C 3.6277 15.8937 18.4363 0.371 -0.567 4.050 0.0032
C 2.6360 16.9437 18.3834 2.368 -0.907 -1.645 -0.0027
C 2.5194 17.4310 17.1261 -1.857 0.883 1.014 0.0137
C 2.9695 16.6711 16.0569 0.940 -3.235 0.390 -0.0121
N 3.3129 15.3245 16.2272 0.026 -1.286 0.830 -0.0050
H 7.2142 9.8827 18.8052 0.558 -0.351 -0.217 0.0011
H 9.1887 9.2898 17.1493 0.250 -1.087 1.389 0.0000
H 6.0714 8.9421 17.9006 1.814 -1.755 -0.684 -0.0012
H 8.1343 9.1649 15.9920 -1.316 -3.120 -6.361 -0.0001
H 8.6795 10.7395 16.5681 -2.161 -2.376 0.616 0.0001
H 4.5093 17.5412 14.8466 -0.060 0.072 0.724 0.0157
H 3.7872 9.0100 18.3910 0.136 0.332 -1.000 0.0006
H 4.6043 8.6149 16.8945 0.012 -0.862 -0.788 -0.0002
H 3.2080 9.7479 16.9036 -0.267 -0.007 -0.323 0.0083
H 3.7712 8.2063 20.8836 -0.985 -0.070 -0.106 -0.0001
H 5.3101 7.6699 21.5047 0.018 0.604 -0.410 -0.0001
H 5.1220 7.9212 19.7072 -0.620 0.352 1.810 0.0000
H 3.1286 10.2575 21.2388 -3.522 -2.959 1.923 -0.0002
H 3.4724 11.3812 19.8775 -0.840 0.196 0.669 0.0042
H 3.9181 11.8594 21.6102 -0.876 -0.100 -0.072 0.0000
H 6.7562 11.9288 21.4382 0.598 -0.430 0.893 0.0005
H 7.2596 10.0505 21.9996 1.915 0.882 -0.896 0.0000
H 6.0310 10.5941 22.5744 -2.271 1.049 3.147 -0.0001
H 6.1998 13.3047 14.7862 -0.043 -0.088 1.452 0.0008
H 6.9010 12.2278 16.0432 -0.576 -0.855 0.140 -0.0040
H 7.5775 13.7189 15.8725 -1.964 0.116 0.268 0.0006
H 7.9027 14.0925 18.3209 -0.504 0.948 0.723 -0.0002
H 7.2153 12.6640 18.2023 -0.177 -0.681 0.555 -0.0002
H 6.9460 13.4380 19.7846 -0.013 0.288 0.064 -0.0004
H 4.2213 15.5466 19.2808 -0.570 1.208 1.185 -0.0026
H 2.2570 17.4745 19.1966 -0.542 0.372 1.416 -0.0014
H 1.8057 18.2587 16.9413 0.948 -0.110 -0.117 0.0010
H 3.1243 17.1494 15.1421 -0.757 0.132 -2.541 -0.0080
O 1.3079 14.9568 14.7254 -1.113 -1.824 -0.526 -0.0982
Te -3.4268 14.7279 14.0335 -0.947 -0.153 -0.510 0.0013
C -3.7244 16.7867 14.3996 -0.332 0.484 0.094 -0.0002
C -4.4067 17.2279 15.5562 0.515 -0.049 -0.940 0.0002
C -4.5558 18.5803 15.7495 0.040 1.147 -0.568 0.0001
C -3.9653 19.5448 14.9004 0.655 -1.397 -0.192 0.0000
C -3.2231 19.1203 13.8033 -0.740 -0.792 -0.221 0.0000
C -3.2062 17.7410 13.5123 0.676 -0.177 -0.302 0.0000
C -5.3983 14.0508 13.2819 0.805 1.394 -0.109 -0.0002
C -5.6028 12.7092 13.4575 0.325 -0.387 -0.682 0.0001
C -6.6663 12.1003 12.7758 1.030 -0.163 -0.501 0.0000
C -7.3914 12.8348 11.8582 -0.986 0.630 0.582 0.0000
C -7.2600 14.2414 11.7334 0.440 -1.741 0.929 0.0000
C -6.2533 14.8237 12.4578 1.175 -0.009 0.282 0.0000
H -4.8299 16.5448 16.2784 -0.035 -0.183 -0.125 -0.0001
H -5.2116 18.9192 16.5229 -0.053 0.200 0.618 0.0000
H -3.9810 20.5916 15.0840 -0.441 0.641 0.419 0.0000
H -2.7639 19.8225 13.0982 -0.157 -0.256 0.430 0.0000
H -2.7193 17.4037 12.5768 -0.285 0.162 0.731 0.0000
H -4.7651 12.1184 13.8413 -0.686 -0.066 0.563 0.0001
H -6.7359 11.0120 12.8238 -0.310 0.308 -0.022 0.0000
H -8.1582 12.3239 11.3162 -0.366 -0.172 -0.408 0.0000
H -7.9037 14.8427 11.1294 -0.216 0.055 -0.514 0.0000
H -5.9943 15.8409 12.2254 -0.027 0.461 0.385 0.0000

=====

It is found that the max |F| values, taken in the order of the records, are 0.0126 0.1738 hartree/bohr.